{
  "formula": "C5H9NO",
  "method": "ωB97M-V/def2-TZVPD",
  "symbols": ["C", "C", "C", "C", "C", "H", "H", "H", "H", "H", "H", "H", "H", "H", "N", "O"],
  "positions_angstrom": [[0.906974, 1.652616, -0.238979], [1.428178, 0.382397, 0.663706], [0.483393, -0.621638, 0.070973], [-1.460110, -1.194368, -0.136743], [-0.752149, 0.184775, -0.058821], [0.774862, 2.518598, 0.398977], [1.690430, 1.921032, -0.990924], [1.228087, 0.497794, 1.722918], [2.480140, 0.162889, 0.536479], [0.828851, -0.952364, -0.891454], [-2.415741, -1.356594, 0.426044], [-1.585963, -1.580042, -1.170354], [-0.980915, 0.519840, 1.002891], [-0.332290, 0.990634, -1.783250], [-0.436741, 1.304131, -0.838215], [-0.283499, -1.784174, 0.601921]],
  "forces_ev_per_a": [[1.0, -0.4, 0.1], [-0.2, 0.2, -0.5], [-0.3, -0.7, 0.6], [-0.4, -0.3, 0.3], [-1.0, -1.6, 2.8], [0.0, 0.1, 0.1], [-0.9, -0.3, 0.4], [-0.1, 0.3, 0.1], [0.2, 0.1, -0.2], [0.3, -0.1, -0.8], [0.9, 0.2, -0.4], [0.4, -0.1, 0.5], [0.1, -0.1, -1.1], [0.3, 0.1, -0.7], [0.4, 1.3, -0.5], [-0.7, 1.3, -0.8]],
  "e_lumo_ev": 1.1,
  "homo_lumo_gap_ev": 10.278,
  "homo_energy_ha": -0.3356
}

---

{
  "formula": "C5H9NO",
  "method": "ωB97M-V/def2-TZVPD",
  "symbols": ["C", "C", "N", "C", "C", "C", "O", "H", "H", "H", "H", "H", "H", "H", "H", "H"],
  "positions_angstrom": [[-1.282736, -0.151762, 1.241768], [-1.107077, 0.029891, -0.243838], [-0.865691, 1.384160, -0.737831], [0.189601, 0.369048, -0.890285], [1.505151, 0.602382, -0.100174], [1.336933, -1.866998, -0.518443], [1.140510, -2.657512, 0.275404], [-0.651600, 0.540970, 1.800871], [-2.320127, 0.038374, 1.533989], [-1.032260, -1.174152, 1.542730], [-1.757050, -0.603222, -0.844553], [-1.340914, 1.536440, -1.626476], [0.321669, -0.026835, -1.895177], [1.261184, 1.152236, 0.804215], [2.138770, 1.233824, -0.721454], [2.463643, -0.406841, 0.379258]],
  "forces_ev_per_a": [[0.0, 0.0, 0.1], [0.0, -0.2, 0.0], [0.1, 0.1, 0.0], [0.8, -0.6, 0.4], [1.9, -0.9, 1.1], [-0.2, -2.5, -0.2], [0.1, 0.7, -0.3], [0.0, -0.1, -0.1], [0.1, 0.0, -0.1], [0.0, 0.1, 0.0], [0.0, 0.1, 0.0], [0.2, 0.0, 0.2], [0.1, 0.1, 0.2], [0.1, 0.0, 0.1], [0.2, 0.0, 0.1], [-3.3, 3.2, -1.6]],
  "e_lumo_ev": 0.9,
  "homo_lumo_gap_ev": 10.600,
  "homo_energy_ha": -0.3567
}

---

{
  "formula": "C5H9NO",
  "method": "ωB97M-V/def2-TZVPD",
  "symbols": ["C", "C", "C", "C", "O", "C", "N", "H", "H", "H", "H", "H", "H", "H", "H", "H"],
  "positions_angstrom": [[-1.429173, -0.881195, 0.214353], [-0.179190, -0.068508, -0.103038], [-0.541409, 1.236494, -0.844353], [0.685623, 0.167706, 1.156565], [2.037066, -0.003818, 0.694785], [1.896181, -0.657656, -0.482752], [0.745160, -0.826115, -0.982350], [-1.978750, -1.106053, -0.704049], [-2.100627, -0.320822, 0.877692], [-1.169077, -1.830361, 0.694973], [-0.547271, 2.114084, -0.189055], [0.184104, 1.422680, -1.639518], [-1.536797, 1.167947, -1.294545], [0.605212, 1.161914, 1.602970], [0.494632, -0.597822, 1.922902], [2.834315, -0.978476, -0.924579]],
  "forces_ev_per_a": [[-0.1, -0.1, 0.0], [-0.2, 0.2, 0.1], [-0.1, 0.1, 0.0], [-0.2, 0.0, 0.2], [0.0, 0.0, -0.2], [0.0, -0.2, -0.3], [0.4, 0.1, 0.3], [0.1, 0.0, 0.1], [0.1, -0.1, -0.1], [0.0, 0.2, 0.0], [0.0, -0.2, 0.1], [-0.1, 0.0, 0.1], [0.2, 0.0, 0.0], [-0.1, -0.1, -0.1], [0.0, 0.2, -0.1], [-0.1, -0.1, 0.0]],
  "smiles": "CC1(C)COC=N1",
  "e_lumo_ev": 1.0,
  "homo_lumo_gap_ev": 10.593,
  "homo_energy_ha": -0.3542
}

---

{
  "formula": "C5H9NO",
  "method": "ωB97M-V/def2-TZVPD",
  "symbols": ["C", "C", "C", "C", "C", "N", "O", "H", "H", "H", "H", "H", "H", "H", "H", "H"],
  "positions_angstrom": [[1.664683, -0.796257, -0.083044], [-1.046249, 1.425154, -0.426714], [-1.130773, -1.059089, 0.029735], [-0.228289, 0.175678, -0.178789], [1.056328, 0.204706, 0.875840], [0.889070, 0.040354, -1.073461], [1.607785, 1.381389, 0.428333], [2.740503, -0.699935, -0.201956], [1.383122, -1.851820, -0.106572], [0.966395, 0.048468, 1.961288], [-1.547929, 1.351113, -1.394541], [-1.804118, 1.550220, 0.348538], [-0.622271, -1.951749, 0.383358], [-1.644735, -1.302191, -0.901592], [-1.886806, -0.813012, 0.774838], [-0.396716, 2.296970, -0.435260]],
  "forces_ev_per_a": [[0.2, 0.4, -0.8], [0.1, -0.1, 0.2], [0.0, 0.3, -0.3], [-0.1, -0.3, 2.1], [-1.9, -0.6, -0.7], [0.9, -1.1, -0.8], [0.7, 0.7, 0.5], [0.1, 0.0, -0.1], [-0.2, 0.2, 0.2], [0.1, 0.4, -0.2], [0.0, -0.1, 0.0], [0.0, 0.0, 0.0], [0.2, 0.0, -0.1], [0.0, 0.0, 0.0], [0.0, 0.1, 0.0], [0.0, 0.0, 0.0]],
  "e_lumo_ev": [-0.3, -1.1],
  "homo_lumo_gap_ev": [9.158, 7.811],
  "homo_energy_ha": [-0.3489, -0.3287]
}

---

{
  "formula": "C5H9NO",
  "method": "ωB97M-V/def2-TZVPD",
  "symbols": ["C", "C", "C", "C", "C", "O", "N", "H", "H", "H", "H", "H", "H", "H", "H", "H"],
  "positions_angstrom": [[0.137382, 2.202269, 0.140649], [-2.235343, -0.879396, 0.044207], [1.350260, -0.758493, -0.205753], [0.073954, -1.140480, -0.468387], [2.623290, -0.863156, 0.030937], [0.185629, 1.008988, 0.837529], [-0.941506, -0.321485, -0.279150], [-0.104184, -2.181371, -0.755542], [-0.636257, 2.189317, -0.644734], [1.095632, 2.457028, -0.343027], [-0.131730, 3.015552, 0.835379], [-2.268688, -1.974463, 0.094579], [-2.977037, -0.513888, -0.670574], [-2.514569, -0.480921, 1.025373], [3.032919, -1.690386, 0.606229], [3.310250, -0.069116, -0.247715]],
  "forces_ev_per_a": [[-0.1, 0.5, 0.0], [-0.1, 0.1, -0.1], [0.9, -0.5, -0.7], [-1.0, 0.2, 0.4], [0.0, 0.1, 0.2], [-0.2, 0.4, 0.4], [0.3, -0.5, 0.0], [0.0, 0.1, -0.2], [0.2, -0.1, 0.2], [-0.1, -0.2, 0.0], [0.0, -0.1, -0.1], [0.1, 0.1, -0.1], [0.0, -0.1, 0.0], [0.0, -0.1, -0.1], [-0.1, 0.2, 0.3], [0.1, -0.2, -0.3]],
  "e_lumo_ev": [-0.1, -0.5],
  "homo_lumo_gap_ev": [7.816, 8.112],
  "homo_energy_ha": [-0.2914, -0.3164]
}

---

{
  "formula": "C5H9NO",
  "method": "ωB97M-V/def2-TZVPD",
  "symbols": ["C", "C", "C", "C", "N", "H", "H", "H", "H", "H", "H", "H", "C", "O", "H", "H"],
  "positions_angstrom": [[-0.657612, 0.584889, -1.322835], [-1.080294, 0.437135, -0.065695], [-1.297981, -0.887896, 0.615422], [-1.324001, 1.621751, 0.730567], [-1.490066, 2.558323, 1.388952], [-0.432462, -0.283724, -1.936057], [-0.509912, 1.564956, -1.766547], [-0.948523, -1.703714, -0.022386], [-0.750584, -0.938853, 1.561796], [-2.360270, -1.036800, 0.833865], [1.537175, -1.824276, -1.919862], [1.754960, -1.692481, -1.218134], [1.884120, 0.385830, 0.735737], [2.020777, -0.797413, 0.925742], [2.208874, 0.874525, -0.202299], [1.422145, 1.049537, 1.490161]],
  "forces_ev_per_a": [[0.0, 0.0, 0.0], [0.1, 0.0, -0.1], [0.0, -0.1, 0.0], [-0.1, 0.6, 0.4], [0.1, -0.7, -0.5], [-0.1, 0.1, 0.1], [-0.1, -0.1, 0.1], [-0.1, 0.1, 0.1], [-0.1, 0.0, -0.1], [0.1, 0.0, 0.0], [0.0, 0.0, 0.1], [0.0, 0.0, -0.1], [0.0, -0.3, 0.1], [0.0, 0.5, 0.0], [0.0, -0.1, 0.0], [0.0, -0.1, 0.0]],
  "smiles": "C=C(C)C#N.[H][H].C=O",
  "e_lumo_ev": 0.4,
  "homo_lumo_gap_ev": 10.729,
  "homo_energy_ha": -0.3807
}

---

Short version: relative energy (zero: lowest compared OMol25 entry of this formula, charge and spin) = 3.654; 4.032; 1.054; 6.121; 7.215; 3.322 eV, in the order given.